No. 1
The following is a DFT calculation (ωB97M-V/def2-TZVPD) of C32H35Cl5CoFN2O3Sb as an isolated structure.

Atoms and positions in Å:
Co 0.643 0.544 -0.028
O -3.900 1.411 0.243
C -3.338 2.028 1.201
C -3.675 3.357 1.610
C -3.109 3.935 2.730
C -2.170 3.267 3.512
C -1.771 1.993 3.119
C -2.286 1.411 1.978
C -2.007 0.018 1.553
N -0.942 -0.405 0.950
C -0.995 -1.809 0.544
C -3.425 -1.951 0.995
N -3.075 -0.804 1.839
H -4.407 3.893 1.015
H -3.395 4.948 3.000
H -1.733 3.740 4.383
H -1.023 1.458 3.693
H -0.231 -1.953 -0.221
H -3.414 -2.857 1.616
H -3.872 -0.222 2.055
C -1.021 -5.006 4.247
C -1.703 -3.942 3.382
C -2.551 -3.033 4.263
Sb -0.124 -3.233 2.000
C -2.356 -2.110 -0.068
C -4.817 -1.741 0.421
C -2.403 -3.472 -0.741
C 0.920 -1.749 3.200
C 0.146 -1.142 4.360
C 2.260 -2.320 3.652
H -1.755 -5.553 4.852
H -0.312 -4.543 4.942
H -0.465 -5.733 3.651
H -2.368 -4.467 2.686
H -1.971 -2.656 5.107
H -3.393 -3.601 4.683
H -2.944 -2.170 3.732
H -2.521 -1.315 -0.807
H -5.141 -2.616 -0.148
H -4.810 -0.857 -0.220
H -5.542 -1.580 1.224
H -2.392 -4.278 0.001
H -1.535 -3.610 -1.389
H -3.303 -3.588 -1.349
H 1.113 -0.970 2.466
H 0.022 -1.860 5.178
H -0.843 -0.794 4.062
H 0.694 -0.282 4.762
H 2.128 -3.153 4.353
H 2.853 -1.551 4.163
H 2.840 -2.685 2.803
F 4.761 2.152 -4.289
C 3.831 1.836 -3.328
C 3.794 2.569 -2.164
C 2.843 2.236 -1.200
C 1.931 1.185 -1.356
C 2.030 0.484 -2.566
C 2.961 0.793 -3.555
H 4.492 3.386 -2.019
H 2.825 2.831 -0.293
H 1.363 -0.354 -2.752
H 3.017 0.234 -4.482
Cl 1.223 2.690 1.889
C 0.126 3.207 0.618
C -0.249 2.219 -0.287
C -1.096 2.630 -1.306
Cl -1.556 1.450 -2.500
C -1.572 3.934 -1.403
Cl -2.665 4.382 -2.670
C -1.175 4.887 -0.471
Cl -1.776 6.506 -0.558
C -0.301 4.520 0.553
Cl 0.245 5.704 1.694
C 4.433 -1.445 0.470
O 3.482 -2.452 0.119
C 2.152 -2.052 -0.025
O 1.989 -0.876 0.376
H 5.416 -1.873 0.269
H 4.365 -1.173 1.527
H 4.286 -0.540 -0.121

## Properties
- Multiplicity: 2
- Energy above the lowest of the compared OMol25 structures with the same formula, charge and spin: 45.5 kJ/mol
- HOMO-LUMO gap (spin up / spin down): 6.073 / 6.074 eV
- Total charge: -2

No. 2
The following is a DFT calculation (ωB97M-V/def2-TZVPD) of C32H35ClN6O6Zr as an isolated structure.

Atoms and positions in Å:
Zr 0.430 -0.096 -0.411
C -1.531 2.207 0.887
N -1.476 1.293 -0.278
C -1.467 2.125 -1.523
C -2.653 0.423 -0.373
C -3.912 0.836 0.023
C -4.998 -0.011 -0.146
C -4.800 -1.273 -0.683
C -3.533 -1.691 -1.064
C -2.446 -0.832 -0.940
N -1.096 -1.164 -1.262
C -0.804 -2.251 -2.133
C -1.643 -2.710 -3.146
C -1.271 -3.801 -3.914
C -0.064 -4.446 -3.688
C 0.809 -3.945 -2.735
C 0.452 -2.832 -1.992
N 1.390 -2.161 -1.079
C 1.590 -2.981 0.147
C 2.710 -2.008 -1.751
H -2.235 3.020 0.702
H -0.542 2.636 1.052
H -1.851 1.652 1.767
H -2.452 2.583 -1.650
H -1.270 1.488 -2.389
H -0.711 2.903 -1.440
H -4.060 1.817 0.453
H -5.984 0.313 0.152
H -5.634 -1.950 -0.796
H -3.397 -2.695 -1.435
H -2.581 -2.214 -3.342
H -1.933 -4.148 -4.694
H 0.212 -5.311 -4.271
H 1.769 -4.421 -2.595
H 1.906 -3.989 -0.131
H 0.646 -3.061 0.690
H 2.350 -2.521 0.778
H 3.143 -2.988 -1.951
H 3.377 -1.458 -1.091
H 2.573 -1.474 -2.692
O 3.428 1.513 4.456
C 2.345 0.872 4.890
O 2.122 0.692 6.049
C 1.352 0.430 3.853
C 0.067 -0.046 4.141
Cl -0.688 -0.274 5.624
N -0.531 -0.390 2.985
N 0.300 -0.184 1.938
C 1.430 0.310 2.470
C 2.530 0.582 1.499
O 3.406 1.412 1.719
O 2.417 -0.090 0.407
C -1.826 -1.000 2.840
C -2.943 -0.318 3.290
C -4.172 -0.955 3.235
C -4.266 -2.247 2.736
C -3.135 -2.914 2.289
C -1.897 -2.292 2.347
H 3.448 1.594 3.484
H -2.856 0.679 3.699
H -5.054 -0.444 3.595
H -5.227 -2.743 2.706
H -3.209 -3.925 1.916
H -0.998 -2.821 2.061
O 1.284 2.123 -0.401
C 1.850 1.782 -1.464
O 1.410 0.778 -2.114
C 3.074 2.527 -1.943
N 3.982 2.812 -0.757
C 3.962 4.306 -0.526
C 3.777 4.850 -1.927
C 2.723 3.916 -2.520
H 3.625 1.910 -2.651
H 4.932 2.525 -0.998
H 3.726 2.279 0.110
H 4.875 4.595 -0.012
H 3.102 4.502 0.113
H 4.713 4.789 -2.486
H 3.459 5.890 -1.921
H 2.720 3.895 -3.606
H 1.730 4.214 -2.180

## Properties
- HOMO-LUMO gap: 6.956 eV
- Total charge: +2

No. 3
The following is a DFT calculation (ωB97M-V/def2-TZVPD) of C32H36BCrN8S2 as an isolated structure.

Atoms and positions in Å:
Cr -0.298 0.043 -0.397
C -2.831 1.474 -3.955
C -1.561 2.070 -3.348
C -1.233 3.419 -3.984
C -0.408 1.131 -3.485
C 0.305 0.842 -4.653
C 1.332 0.026 -4.244
N 1.224 -0.169 -2.926
N 0.139 0.489 -2.450
B 2.251 -0.817 -1.988
N 1.667 -2.041 -1.289
C 1.987 -3.338 -1.380
C 1.153 -4.049 -0.551
C 0.313 -3.090 0.029
N 0.650 -1.884 -0.419
C -0.798 -3.320 1.006
C -1.839 -4.274 0.423
C -0.257 -3.871 2.328
N 2.605 0.254 -0.925
C 3.822 0.728 -0.636
C 3.686 1.777 0.241
C 2.308 1.898 0.444
N 1.661 0.977 -0.272
C 1.647 2.949 1.285
C 1.531 2.539 2.754
C 0.313 3.399 0.715
H -3.681 2.135 -3.787
H -2.713 1.351 -5.030
H -3.060 0.495 -3.540
H -1.706 2.239 -2.279
H -1.067 3.316 -5.055
H -2.058 4.113 -3.841
H -0.337 3.856 -3.548
H 0.112 1.205 -5.642
H 2.144 -0.415 -4.790
H 3.234 -1.118 -2.600
H 2.784 -3.656 -2.024
H 1.141 -5.109 -0.393
H -1.281 -2.353 1.186
H -1.405 -5.261 0.267
H -2.673 -4.384 1.114
H -2.225 -3.921 -0.531
H 0.199 -4.848 2.171
H 0.494 -3.221 2.771
H -1.071 -3.995 3.040
H 4.691 0.288 -1.085
H 4.458 2.389 0.667
H 2.334 3.807 1.234
H 0.662 1.899 2.915
H 2.416 2.001 3.092
H 1.408 3.421 3.379
H -0.402 2.579 0.684
H -0.121 4.178 1.340
H 0.425 3.790 -0.296
S -0.827 0.185 4.145
C 0.721 -0.550 3.875
C 1.614 -1.023 4.828
C 2.812 -1.543 4.389
C 3.115 -1.587 3.025
C 2.229 -1.124 2.077
C 1.007 -0.604 2.503
N -0.014 -0.094 1.706
C -1.002 0.358 2.438
C -2.136 0.942 1.766
C -3.239 1.439 2.458
C -4.313 1.923 1.742
C -4.285 1.847 0.355
C -3.186 1.325 -0.312
C -2.040 0.910 0.368
H 1.375 -0.983 5.879
H 3.524 -1.918 5.108
H 4.061 -1.994 2.704
H 2.465 -1.183 1.031
H -3.258 1.438 3.540
H -5.178 2.318 2.252
H -5.146 2.167 -0.215
H -3.258 1.201 -1.375
S -3.073 -2.607 -3.013
C -2.295 -1.715 -1.914
N -1.738 -1.073 -1.107

## Properties
- Multiplicity: 2
- Energy above the lowest of the compared OMol25 structures with the same formula, charge and spin: 20.6 kJ/mol
- HOMO-LUMO gap (spin up / spin down): 6.844 / 6.933 eV

No. 4
The following is a DFT calculation (ωB97M-V/def2-TZVPD) of C32H36BN3O2SY as an isolated structure in a non-equilibrium geometry.

Atoms and positions in Å:
Y -0.565 -0.222 0.664
C -2.867 -0.094 2.674
C -2.782 1.202 2.165
C -1.670 1.992 2.423
C -0.642 1.516 3.237
C -0.756 0.251 3.796
C -1.855 -0.558 3.506
H -3.718 -0.718 2.437
H -3.571 1.583 1.532
H -1.587 2.979 1.991
H 0.224 2.135 3.430
H 0.017 -0.121 4.456
H -1.912 -1.553 3.925
C -3.249 3.101 -1.172
C -2.119 2.384 -0.731
N -2.108 1.073 -0.642
C -3.204 0.354 -1.049
C -4.387 0.989 -1.445
C -4.378 2.403 -1.495
C -5.518 0.198 -1.781
C -5.418 -1.160 -1.719
C -4.203 -1.804 -1.361
C -3.084 -1.073 -1.048
N -1.815 -1.556 -0.732
C -1.253 -2.610 -1.439
C -1.769 -3.353 -2.475
C -1.019 -4.368 -3.127
C 0.273 -4.632 -2.806
C 0.894 -3.814 -1.821
C 2.276 -3.889 -1.549
C 2.869 -2.993 -0.702
C 2.053 -2.027 -0.094
N 0.753 -1.964 -0.286
C 0.146 -2.833 -1.158
H -3.210 4.180 -1.233
H -1.211 2.898 -0.429
H -5.275 2.923 -1.813
H -6.436 0.686 -2.081
H -6.279 -1.771 -1.958
H -4.175 -2.883 -1.314
H -2.774 -3.182 -2.827
H -1.504 -4.937 -3.910
H 0.850 -5.398 -3.305
H 2.867 -4.646 -2.051
H 3.932 -3.003 -0.510
H 2.488 -1.273 0.550
C 2.419 -1.905 3.473
S 0.763 -2.354 2.961
C 1.023 -4.015 2.350
H 3.135 -2.039 2.661
H 2.737 -2.494 4.331
H 2.424 -0.852 3.753
H 1.319 -4.673 3.166
H 1.773 -4.052 1.560
H 0.077 -4.372 1.944
C 2.717 2.130 -2.362
C 3.025 2.191 -0.877
C 4.514 2.047 -0.637
O 2.351 1.041 -0.268
B 1.151 1.471 0.281
O 1.071 2.860 0.264
C 2.372 3.395 -0.144
C 2.127 4.604 -1.021
C 3.086 3.795 1.135
H 3.071 1.177 -2.754
H 3.213 2.930 -2.915
H 1.645 2.203 -2.554
H 4.899 1.190 -1.190
H 4.738 1.905 0.419
H 5.052 2.933 -0.985
H 1.484 4.364 -1.865
H 3.067 5.003 -1.410
H 1.651 5.395 -0.440
H 3.228 2.938 1.795
H 2.479 4.535 1.658
H 4.065 4.237 0.944

## Properties
- Energy above the lowest of the compared OMol25 structures with the same formula, charge and spin: 60.5 kJ/mol
- HOMO-LUMO gap: 6.912 eV
- Total charge: +1

No. 5
The following is a DFT calculation (ωB97M-V/def2-TZVPD) of C32H36BN9O6SW as an isolated structure in a non-equilibrium geometry.

Atoms and positions in Å:
W -0.126 0.444 0.743
O 1.543 -1.369 2.137
C 1.008 -2.606 2.592
C -0.317 -2.279 3.283
N -1.137 -1.391 2.439
C -2.110 -0.612 3.233
C -2.226 0.905 2.838
O -3.183 1.517 3.253
O -1.249 1.393 2.179
C -1.895 -2.230 1.503
C -2.729 -1.331 0.550
O -3.706 -1.784 -0.009
O -2.263 -0.150 0.421
H 2.450 -1.497 1.836
H 1.689 -3.073 3.311
H 0.863 -3.302 1.753
H -0.084 -1.787 4.228
H -0.861 -3.203 3.516
H -1.845 -0.604 4.292
H -3.119 -1.037 3.161
H -2.572 -2.917 2.034
H -1.216 -2.821 0.883
C -2.655 2.315 -0.842
C -1.267 2.808 -0.991
C -0.842 3.936 -1.698
C 0.519 3.994 -1.517
N 0.887 2.960 -0.739
N -0.203 2.215 -0.429
B 2.281 2.644 -0.172
N 2.678 1.254 -0.669
C 3.718 0.914 -1.440
C 3.655 -0.441 -1.665
C 2.523 -0.881 -0.977
C 2.061 -2.297 -0.991
N 1.928 0.161 -0.360
N 2.156 2.519 1.361
C 2.823 3.216 2.292
C 2.421 2.781 3.531
C 1.487 1.776 3.277
C 0.746 1.018 4.313
N 1.343 1.611 1.953
N 3.250 3.750 -0.511
C 3.089 5.056 -0.163
C 4.181 5.753 -0.607
C 4.995 4.789 -1.237
C 6.304 5.005 -1.903
N 4.414 3.607 -1.162
H -3.346 3.043 -1.259
H -2.792 1.362 -1.353
H -2.883 2.159 0.214
H -1.450 4.626 -2.242
H 1.234 4.695 -1.893
H 4.418 1.666 -1.753
H 4.322 -1.036 -2.254
H 2.920 -2.959 -0.887
H 1.335 -2.486 -0.208
H 1.591 -2.513 -1.951
H 3.539 3.967 2.037
H 2.733 3.132 4.493
H 1.354 0.959 5.213
H -0.181 1.540 4.550
H 0.519 0.024 3.946
H 2.223 5.386 0.374
H 4.382 6.799 -0.503
H 6.601 6.046 -1.805
H 7.068 4.369 -1.458
H 6.234 4.750 -2.960
C -6.073 -5.474 -1.815
C -5.312 -6.302 -2.776
O -4.976 -7.430 -2.732
S -4.883 -5.266 -4.306
C -3.697 -4.219 -3.571
C -2.834 -4.687 -2.572
C -1.917 -3.832 -2.019
C -1.864 -2.479 -2.415
C -2.708 -2.037 -3.450
C -3.601 -2.899 -4.028
C -1.056 -1.582 -1.711
C -0.492 -0.822 -0.919
H -6.403 -6.079 -0.973
H -6.933 -5.027 -2.313
H -5.454 -4.654 -1.452
H -2.883 -5.719 -2.252
H -1.234 -4.179 -1.260
H -2.649 -1.007 -3.760
H -4.258 -2.565 -4.813

## Properties
- Multiplicity: 2
- Energy above the lowest of the compared OMol25 structures with the same formula, charge and spin: 111.5 kJ/mol
- HOMO-LUMO gap (spin up / spin down): 4.346 / 4.767 eV
- Total charge: +1

No. 6
The following is a DFT calculation (ωB97M-V/def2-TZVPD) of a 4-piece molecular cluster, C32H36F9NO19 overall in a non-equilibrium geometry.

Atoms and positions in Å:
C -2.433 0.381 -1.168
C -1.029 0.075 -1.063
C -0.394 -1.362 -1.506
C 0.855 -1.080 -2.501
O 0.516 -1.007 -3.907
C -0.127 0.196 -4.279
F 0.115 0.358 -5.700
F 0.365 1.379 -3.667
F -1.567 0.157 -4.163
O -1.581 -1.970 -2.157
C -1.155 -3.299 -2.502
O -1.179 -3.837 -3.630
C -0.589 -3.832 -1.070
N 0.795 -4.335 -1.500
C 0.813 -5.632 -1.607
O 0.762 -6.877 -1.737
C -1.370 -5.000 -0.297
O -1.127 -5.199 0.940
C -2.439 -6.035 -0.954
F -2.177 -6.290 -2.359
F -2.171 -7.308 -0.306
C -3.984 -5.702 -0.654
F -4.213 -4.692 0.329
F -4.590 -6.912 -0.127
C -4.872 -5.313 -1.950
F -6.226 -5.109 -1.442
F -5.005 -6.408 -2.886
C -4.466 -3.925 -2.658
O -4.197 -3.894 -3.881
O -4.480 -2.750 -1.851
C -0.177 -2.455 -0.298
C -0.855 -2.059 1.098
C -2.460 -2.228 1.180
C -2.961 -1.145 2.295
O -2.849 -1.483 3.524
O -3.464 0.160 1.978
O 1.200 -2.757 0.092
C 1.889 -1.597 0.621
C 3.398 -1.464 0.020
C 3.776 0.036 -0.448
H -3.099 0.040 -2.052
H -2.974 1.054 -0.392
H -0.369 0.938 -0.625
H 1.505 -0.195 -2.119
H 1.551 -2.007 -2.390
H -5.182 -2.794 -1.157
H -0.636 -0.968 1.439
H -0.375 -2.737 1.909
H -2.647 -3.256 1.690
H -3.016 -2.106 0.187
H -4.444 0.094 2.067
H 2.023 -1.701 1.770
H 1.373 -0.589 0.442
H 4.137 -1.746 0.863
H 3.543 -2.148 -0.894
H 4.454 0.586 0.309
H 4.393 -0.010 -1.433
H 2.860 0.712 -0.652
C -2.995 0.276 8.194
C -1.860 0.895 7.404
C -2.318 1.557 6.135
O -1.176 1.437 5.299
C -0.511 0.321 5.712
O 0.367 -0.213 5.093
O -0.978 -0.111 6.919
H -2.617 -0.158 9.124
H -3.757 1.020 8.441
H -3.463 -0.540 7.636
H -1.285 1.583 8.034
H -2.581 2.605 6.285
H -3.155 1.042 5.654
C 1.303 5.709 -3.097
C 0.087 5.401 -2.249
C 0.090 6.121 -0.931
O -0.655 5.241 -0.101
C -0.471 3.988 -0.606
O -0.760 2.974 -0.031
O 0.088 4.035 -1.847
H 1.236 5.191 -4.058
H 1.395 6.781 -3.285
H 2.218 5.353 -2.615
H -0.833 5.594 -2.812
H -0.391 7.099 -0.991
H 1.090 6.238 -0.502
C 7.323 4.177 -0.162
C 6.524 4.455 -1.419
C 5.363 5.379 -1.186
O 4.442 4.972 -2.189
C 4.694 3.653 -2.431
O 3.966 2.926 -3.046
O 5.880 3.270 -1.877
H 8.176 3.533 -0.390
H 7.696 5.104 0.282
H 6.720 3.646 0.579
H 7.179 4.822 -2.217
H 5.636 6.428 -1.313
H 4.891 5.247 -0.208

## Properties
- Structure (SMILES): C=C[C@]1(COC(F)(F)F)OC(=O)[C@](N=C=O)(C(=O)C(F)(F)C(F)(F)C(F)(F)C(=O)O)[C@@]1(CCC(=O)O)OCCC.C[C@@H]1COC(=O)O1.C[C@@H]1COC(=O)O1.C[C@@H]1COC(=O)O1
- HOMO-LUMO gap: 7.493 eV